--- one ---
{
  "formula": "C5H6O3",
  "method": "ωB97M-V with the def2-TZVPD basis set",
  "lumo_ev": 0.65,
  "total_charge": 0,
  "gap_ev": 9.63,
  "smiles": "CC(=C=O)[C@@H]1O[C@H]1O",
  "species": ["C", "C", "C", "O", "C", "O", "C", "O", "H", "H", "H", "H", "H", "H"],
  "coordinates": [[-2.1942, 0.1384, 0.1245], [-0.7953, -0.3257, -0.1376], [-0.4846, -1.5874, -0.2056], [-0.1667, -2.7189, -0.2536], [0.2999, 0.6393, 0.0453], [0.9788, 1.2813, -1.0457], [1.7244, 0.2837, -0.3431], [2.7277, 0.7606, 0.5644], [-2.9114, -0.3945, -0.5086], [-2.4569, -0.0486, 1.1717], [-2.3057, 1.2100, -0.0681], [0.1800, 1.2551, 0.9329], [1.9353, -0.6258, -0.8954], [3.4686, 0.1325, 0.6191]]
}


--- two ---
{
  "formula": "C5H6O3",
  "method": "ωB97M-V with the def2-TZVPD basis set",
  "lumo_ev": -0.35,
  "total_charge": 0,
  "gap_ev": 9.81,
  "species": ["C", "C", "C", "C", "C", "H", "H", "H", "H", "H", "H", "O", "O", "O"],
  "coordinates": [[-0.7645, 0.7987, -0.8594], [0.1085, -0.3426, -1.4499], [0.6964, -1.2035, -0.5391], [-0.0913, -0.9853, 0.9257], [-0.5136, 0.4511, 0.5820], [0.0130, 2.2652, 0.0120], [-1.8670, 0.6871, -1.1754], [0.4329, -0.1737, -2.3689], [1.5554, -2.0166, -0.5006], [-0.9783, -1.6679, 1.0379], [1.2991, -0.0076, 1.9359], [-0.2441, 2.1029, -1.0164], [0.5721, -1.3001, 2.0650], [-0.2186, 1.3922, 1.3513]]
}


--- three ---
{
  "formula": "C5H6O3",
  "method": "ωB97M-V with the def2-TZVPD basis set",
  "lumo_ev": 0.66,
  "total_charge": 0,
  "gap_ev": 9.33,
  "smiles": "O=C1CCC(O)=C1O",
  "species": ["O", "C", "C", "C", "C", "O", "C", "O", "H", "H", "H", "H", "H", "H"],
  "coordinates": [[2.3518, 0.3107, 0.0024], [1.2226, -0.1520, 0.0154], [0.8010, -1.6143, -0.0096], [-0.7722, -1.5632, -0.0037], [-1.0932, -0.1098, -0.0042], [-2.3834, 0.2979, -0.0030], [0.0103, 0.6831, 0.0099], [0.0868, 2.0453, -0.0180], [1.2585, -2.0739, 0.8770], [1.2524, -2.0797, -0.8838], [-1.2625, -2.0460, 0.8559], [-1.2632, -2.1152, -0.8301], [-2.4443, 1.2759, 0.0722], [1.0061, 2.3458, 0.0098]]
}


It comes down to three, which is 218.9 kJ/mol more stable than the next structure.


--- one ---
{
  "formula": "C4H13NO3",
  "method": "ωB97M-V with the def2-TZVPD basis set",
  "lumo_ev": 0.41,
  "total_charge": 0,
  "gap_ev": 10.54,
  "smiles": "NCCCC=O.O.O",
  "species": ["N", "C", "C", "C", "C", "O", "H", "H", "H", "H", "H", "H", "H", "H", "H", "O", "H", "H", "O", "H", "H"],
  "coordinates": [[-0.7743, 0.2320, 1.7618], [-1.4174, 1.4340, 1.1078], [-1.2725, 1.4350, -0.4244], [-0.8814, 0.1215, -1.1744], [0.5701, 0.0027, -1.4167], [0.9411, -0.6447, -2.3850], [-1.4201, -0.5399, 1.6673], [0.0800, 0.0198, 1.2777], [-0.9172, 2.3460, 1.6313], [-2.4739, 1.4279, 1.4167], [-2.2219, 1.7474, -0.9297], [-0.5184, 2.1095, -0.8527], [-1.4558, -0.0150, -2.1095], [-1.1677, -0.8623, -0.7283], [1.3186, 0.3937, -0.6985], [3.4056, -0.6442, -1.0375], [2.8991, -1.3312, -0.5822], [2.8851, -0.7054, -1.8691], [0.7639, -2.5922, 1.7475], [0.3983, -1.8740, 1.2096], [1.2589, -2.0605, 2.3883]]
}


--- two ---
{
  "formula": "C4H13NO3",
  "method": "ωB97M-V with the def2-TZVPD basis set",
  "lumo_ev": 0.73,
  "total_charge": 0,
  "gap_ev": 10.36,
  "smiles": "CC(=O)O.CCO.N",
  "species": ["C", "C", "O", "O", "H", "H", "H", "H", "C", "C", "O", "H", "H", "H", "H", "H", "H", "N", "H", "H", "H"],
  "coordinates": [[-3.1019, -0.0340, -0.4886], [-1.7664, -0.5584, -0.0375], [-1.0537, -1.2790, -0.7174], [-1.5754, -0.4034, 1.2772], [-3.8463, -0.8206, -0.3754], [-3.3879, 0.8141, 0.1236], [-3.0430, 0.2459, -1.5353], [-0.6697, -0.6826, 1.5204], [2.7582, 0.0949, -0.3102], [1.7696, -0.9306, 0.2298], [1.2852, -0.5955, 1.5297], [3.6316, 0.1802, 0.3382], [3.0937, -0.2057, -1.3005], [2.2990, 1.0775, -0.3822], [0.8270, -1.0490, -0.3914], [2.2524, -1.9155, 0.2663], [2.0303, -0.5312, 2.1379], [-0.5810, 1.4918, -0.4524], [-0.8803, 2.4330, -0.2397], [-0.1969, 1.4532, -1.3924], [0.1555, 1.2152, 0.1999]]
}


It comes down to two, which is 152.2 kJ/mol more stable than the next structure.


--- one ---
{
  "formula": "C4H13NO3",
  "method": "ωB97M-V with the def2-TZVPD basis set",
  "lumo_ev": -3.52,
  "total_charge": 0,
  "gap_ev": 4.39,
  "species": ["C", "O", "C", "C", "C", "O", "N", "H", "H", "H", "H", "H", "H", "H", "H", "H", "H", "H", "H", "H", "O"],
  "coordinates": [[-2.4137, -0.6985, -0.0235], [-2.8181, 0.3777, -0.9480], [-1.6500, -0.0987, 1.0798], [-0.2519, 0.2132, 0.9004], [0.0841, 1.3099, -0.2143], [1.3832, 1.2234, -0.6261], [2.4027, -1.5570, -1.7570], [-3.3207, -1.2536, 0.1970], [-1.7308, -1.3308, -0.6003], [-3.0307, 1.1181, -0.3695], [-2.1084, -0.0751, 2.0640], [0.4197, -0.6278, 0.6721], [0.1285, 0.5911, 1.8517], [-0.1321, 2.3284, 0.1233], [-0.5970, 1.0865, -1.0280], [2.5450, -2.2063, -1.0114], [2.5017, -1.9371, -2.6828], [1.8358, -0.7503, -1.5744], [1.8727, 0.7774, 0.1243], [2.7782, 0.9523, 2.1821], [2.1020, 0.5572, 1.6405]]
}


--- two ---
{
  "formula": "C4H13NO3",
  "method": "ωB97M-V with the def2-TZVPD basis set",
  "lumo_ev": 0.49,
  "total_charge": 0,
  "gap_ev": 9.45,
  "smiles": "CC(=O)N(C)C.O.O",
  "species": ["C", "C", "O", "N", "C", "C", "H", "H", "H", "H", "H", "H", "H", "H", "H", "O", "H", "H", "O", "H", "H"],
  "coordinates": [[-0.1561, -1.0152, 1.1723], [-0.8600, -0.4920, -0.0398], [-1.3763, -0.9509, -1.0077], [-0.9883, 0.8946, -0.0961], [-1.1827, 1.5756, 1.1333], [-1.5163, 1.4791, -1.3709], [0.1147, -0.4392, 2.0465], [-0.8283, -1.7627, 1.7167], [0.7363, -1.5989, 0.9820], [-1.2585, 2.6859, 1.0031], [-0.4594, 1.4653, 1.9964], [-2.2965, 1.3202, 1.4018], [-1.1057, 2.4939, -1.4698], [-1.0997, 0.9178, -2.2682], [-2.6443, 1.4110, -1.2746], [2.0416, 0.3100, -0.4655], [1.3583, 0.7867, -0.0683], [2.2591, 0.6803, -1.2819], [2.9158, -1.9118, 0.5349], [2.7069, -2.1255, -0.4336], [3.0768, -0.9593, 0.4611]]
}


It comes down to two, which is 471.0 kJ/mol more stable than the next structure.


--- one ---
{
  "formula": "C4H13NO3",
  "method": "ωB97M-V with the def2-TZVPD basis set",
  "lumo_ev": 0.33,
  "total_charge": 0,
  "gap_ev": 9.78,
  "smiles": "CCCNC=O.O.O",
  "species": ["C", "C", "C", "N", "C", "O", "H", "H", "H", "H", "H", "H", "H", "H", "H", "O", "H", "H", "O", "H", "H"],
  "coordinates": [[0.8651, -0.4990, -2.3027], [0.4795, -0.9854, -0.8806], [-0.9666, -0.9233, -0.4881], [-1.2413, 0.0417, 0.5311], [-1.0702, -0.3383, 1.8524], [-1.5712, -1.4538, 2.0764], [1.8249, -0.8205, -2.7491], [0.8170, 0.6262, -2.3465], [0.2830, -0.8203, -3.0855], [1.2343, -0.6143, -0.1650], [0.6424, -2.0353, -1.0320], [-1.2446, -1.9323, -0.0070], [-1.6467, -0.8630, -1.3988], [-0.8313, 0.9466, 0.3180], [-0.5928, 0.4009, 2.5160], [2.1659, 0.4123, 1.9075], [1.8673, 0.2469, 2.8980], [3.1711, 0.1997, 1.8308], [-1.4749, 2.9294, 0.5026], [-0.6686, 2.5200, 0.3343], [-2.0424, 2.9618, -0.3118]]
}


--- two ---
{
  "formula": "C4H13NO3",
  "method": "ωB97M-V with the def2-TZVPD basis set",
  "lumo_ev": 0.74,
  "total_charge": 0,
  "gap_ev": 10.26,
  "smiles": "CCNCC=O.O.O",
  "species": ["C", "C", "N", "C", "C", "O", "H", "H", "H", "H", "H", "H", "H", "H", "H", "O", "H", "H", "O", "H", "H"],
  "coordinates": [[-1.8747, 0.3226, 2.0100], [-1.8985, -0.4549, 0.6691], [-0.5075, -0.7264, 0.2094], [0.1120, -2.0775, 0.4042], [1.5780, -2.0969, 0.2411], [2.0829, -1.0347, -0.0768], [-2.8038, 0.0755, 2.5127], [-1.7371, 1.3834, 1.7604], [-1.1519, -0.1992, 2.7135], [-2.3634, -0.0146, -0.2053], [-2.4958, -1.4350, 0.8856], [0.0849, -0.0939, 0.7631], [-0.1151, -2.6518, 1.4254], [-0.2425, -2.7295, -0.3987], [2.1529, -3.0177, 0.4183], [1.9201, 3.8733, -3.6561], [1.9317, 2.9916, -4.0064], [2.0017, 3.8577, -2.7452], [1.1504, 1.3619, -1.3013], [0.6468, 0.7111, -0.9993], [1.5290, 1.9549, -0.6238]]
}


It comes down to one, which is 28.3 kJ/mol more stable than the next structure.


--- one ---
{
  "formula": "C4H4O3",
  "method": "ωB97M-V with the def2-TZVPD basis set",
  "lumo_ev": -0.38,
  "total_charge": 0,
  "gap_ev": 9.69,
  "smiles": "O=CC(C=O)=CO",
  "species": ["O", "C", "C", "C", "O", "C", "O", "H", "H", "H", "H"],
  "coordinates": [[-1.1669, -1.8485, 0.1585], [-0.0505, -1.3464, 0.1744], [0.1976, 0.0659, -0.0968], [1.4750, 0.4995, -0.6734], [1.7808, 1.6508, -0.9049], [-0.7708, 0.9799, 0.2038], [-1.9460, 0.6953, 0.7191], [0.8138, -1.9641, 0.4792], [2.1618, -0.3344, -0.9360], [-0.6029, 2.0460, 0.0630], [-2.0354, -0.2845, 0.7477]]
}


--- two ---
{
  "formula": "C4H4O3",
  "method": "ωB97M-V with the def2-TZVPD basis set",
  "lumo_ev": -0.21,
  "total_charge": 0,
  "gap_ev": 9.13,
  "species": ["C", "C", "O", "C", "O", "C", "O", "H", "H", "H", "H"],
  "coordinates": [[-1.6637, 0.3387, -0.4923], [-0.8002, -0.7588, 0.0543], [-0.9847, -1.9355, 0.0642], [0.9039, -0.1460, 0.1376], [0.1642, -0.1633, 1.1723], [2.3579, 0.1504, 0.2956], [2.7668, 1.2878, 0.3051], [-2.6047, 0.3317, 0.0675], [-1.8829, 0.1121, -1.5379], [-1.1967, 1.3197, -0.4162], [3.0243, -0.7361, 0.3063]]
}


--- three ---
{
  "formula": "C4H4O3",
  "method": "ωB97M-V with the def2-TZVPD basis set",
  "lumo_ev": 0.65,
  "total_charge": 0,
  "gap_ev": 10.78,
  "species": ["O", "C", "O", "C", "C", "C", "O", "H", "H", "H", "H"],
  "coordinates": [[-0.2982, -3.3403, 0.0397], [-0.6045, -2.2569, 0.1834], [1.7012, -1.0647, 0.1172], [1.0818, -0.1718, 0.6441], [0.1767, 0.7491, -0.0932], [-1.0253, 0.8758, -0.9158], [-0.9247, 1.4784, 0.3820], [1.0531, 1.3614, -0.3842], [1.3787, 0.2713, 1.6186], [-1.8355, 0.1552, -1.0265], [-0.8997, 1.5615, -1.7555]]
}


--- four ---
{
  "formula": "C4H4O3",
  "method": "ωB97M-V with the def2-TZVPD basis set",
  "lumo_ev": 0.46,
  "total_charge": 0,
  "gap_ev": 8.18,
  "smiles": "O=C=CC=C(O)O",
  "species": ["O", "C", "C", "C", "C", "O", "O", "H", "H", "H", "H"],
  "coordinates": [[-3.1759, -0.3151, -0.0213], [-2.1575, 0.3007, -0.0967], [-1.1000, 1.0483, -0.0102], [0.3449, 0.7389, 0.0489], [0.8977, -0.4998, -0.0828], [0.2295, -1.6815, 0.0262], [2.1996, -0.8005, -0.1256], [-1.4845, 1.9528, 0.2791], [0.8184, 1.6981, 0.0788], [0.6885, -2.3430, 0.5271], [2.7393, -0.0989, -0.6234]]
}


It comes down to one, which is 122.2 kJ/mol more stable than the next structure.


--- one ---
{
  "formula": "C4H4O3",
  "method": "ωB97M-V with the def2-TZVPD basis set",
  "lumo_ev": -0.40,
  "total_charge": 0,
  "gap_ev": 8.83,
  "species": ["O", "C", "O", "C", "C", "C", "O", "H", "H", "H", "H"],
  "coordinates": [[-0.3427, 2.0663, -1.0853], [-0.4934, 1.0617, -0.4729], [-1.6266, 0.2252, -0.6397], [-2.0263, -0.4643, 0.4252], [0.3907, 0.2886, 0.4544], [1.5353, -0.4762, -0.0489], [1.6832, 0.6907, 0.7533], [-2.3830, -1.4153, -0.0239], [-0.2421, -0.1322, 1.2454], [1.8623, -0.3589, -1.0799], [1.7771, -1.4276, 0.4258]]
}


--- two ---
{
  "formula": "C4H4O3",
  "method": "ωB97M-V with the def2-TZVPD basis set",
  "lumo_ev": 0.52,
  "total_charge": 0,
  "gap_ev": 9.38,
  "smiles": "O=C=CO.C=C=O",
  "species": ["O", "C", "C", "O", "H", "H", "C", "C", "O", "H", "H"],
  "coordinates": [[-2.6804, -0.1286, 0.0191], [-1.6968, -0.6472, 0.3829], [-0.5891, -1.2138, 0.8383], [0.3935, -1.6972, 0.0071], [-0.4666, -1.2698, 1.9162], [0.9246, -0.9074, -0.2549], [1.3047, 0.9285, -0.4282], [0.1051, 1.3706, -0.7689], [-0.9319, 1.7585, -1.1146], [1.5925, 0.9665, 0.6150], [2.0444, 0.8400, -1.2120]]
}


--- three ---
{
  "formula": "C4H4O3",
  "method": "ωB97M-V with the def2-TZVPD basis set",
  "lumo_ev": -0.76,
  "total_charge": 0,
  "gap_ev": 9.11,
  "smiles": "CC(=O)C(=O)C=O",
  "species": ["C", "C", "O", "C", "O", "C", "O", "H", "H", "H", "H"],
  "coordinates": [[-1.6568, 0.2355, -0.4590], [-0.3747, -0.5334, -0.3871], [-0.0503, -1.4384, -1.1220], [0.5981, -0.1842, 0.7415], [0.2687, -0.1686, 1.9045], [2.0341, 0.1455, 0.3496], [2.2502, 0.8637, -0.5943], [-2.0667, 0.3836, 0.5426], [-2.3801, -0.2785, -1.0922], [-1.4550, 1.2247, -0.8890], [2.8325, -0.2499, 1.0053]]
}


It comes down to three, which is 159.1 kJ/mol more stable than the next structure.